{
  "formula": "C3H9NO",
  "method": "wB97M-V/def2-TZVPD",
  "symbols": ["C", "N", "H", "H", "H", "C", "C", "O", "H", "H", "H", "H", "H", "H"],
  "positions_angstrom": [[-2.406, 0.951, 2.411], [-2.011, 0.838, 1.208], [-2.997, 0.093, 2.720], [-1.946, 1.693, 3.050], [-1.389, 1.577, 0.893], [2.130, -0.764, -0.915], [0.613, -0.786, -1.062], [0.162, -0.128, -2.280], [2.415, 0.240, -0.582], [2.609, -1.432, -0.202], [2.517, -0.881, -1.933], [0.075, -0.273, -0.249], [0.324, -1.839, -1.147], [-0.096, 0.710, -1.913]],
  "atomic_forces_ev_per_a": [[1.40, -0.84, -1.43], [-0.53, -0.06, -0.25], [-0.34, 0.49, 0.73], [-0.59, 0.20, 0.63], [0.09, 0.25, 0.32], [-0.07, 1.50, -0.45], [-0.20, -0.67, -0.24], [0.71, -0.55, 0.91], [0.19, 0.03, -0.17], [-0.43, -0.42, -0.13], [0.26, -0.24, 0.32], [0.30, -0.69, 0.12], [-0.41, 0.23, 0.18], [-0.35, 0.77, -0.54]],
  "lowdin_charge": [-0.125, 0.001, 0.059, 0.060, 0.028, -0.095, -0.302, -0.084, 0.065, 0.069, 0.077, 0.087, 0.107, 0.055],
  "homo_lumo_gap_ev": 11.130,
  "charge": 0,
  "e_tot_ha": -249.63428,
  "smiles": "C=N.CCO",
  "e_homo_ev": -10.244,
  "e_above_lowest_kcal_mol": 49.8
}